{"formula": "C59H33F15Ge2LiN3OS", "method": "ωB97M-V/def2-TZVPD", "e_tot_ha": -8565.2354, "e_above_lowest_kj_mol": 5.5, "charge": -2, "homo_lumo_gap_ev": 4.8, "species": ["Li", "C", "C", "N", "N", "C", "O", "C", "C", "C", "C", "C", "C", "C", "C", "C", "C", "C", "N", "H", "H", "H", "H", "H", "H", "H", "H", "H", "H", "H", "H", "F", "C", "C", "C", "F", "C", "F", "C", "F", "C", "F", "Ge", "S", "C", "C", "F", "C", "F", "C", "F", "C", "F", "C", "F", "C", "C", "F", "C", "F", "C", "F", "C", "F", "C", "F", "Ge", "C", "C", "C", "C", "C", "C", "C", "C", "C", "C", "C", "C", "H", "H", "H", "H", "H", "H", "H", "H", "H", "H", "H", "C", "C", "C", "C", "C", "C", "C", "C", "C", "C", "C", "C", "C", "C", "C", "H", "H", "H", "H", "H", "H", "H", "H", "H", "H"], "positions_angstrom": [[0.0218, 1.1818, 0.5271], [-3.4186, 3.6757, 0.3998], [-2.0415, 3.1331, 0.1831], [-1.3891, 2.4539, 1.0418], [-1.9147, 2.1688, 2.2618], [-1.1858, 1.1793, 2.8055], [-0.2144, 0.5732, 2.2823], [-1.6407, 0.7534, 4.1738], [-2.3161, 1.6218, 5.0260], [-2.6993, 1.2007, 6.2937], [-2.4221, -0.0958, 6.7137], [-1.7543, -0.9678, 5.8613], [-1.3592, -0.5403, 4.5993], [-1.3511, 3.2611, -1.1277], [-1.7899, 4.1269, -2.1228], [-1.1201, 4.1530, -3.3378], [-0.0300, 3.3206, -3.5329], [0.3557, 2.5001, -2.4797], [-0.2813, 2.4702, -1.3165], [-3.8296, 3.2072, 1.2920], [-4.0570, 3.4494, -0.4603], [-3.4099, 4.7625, 0.5467], [-2.5340, 2.6220, 4.6750], [-3.2160, 1.8839, 6.9587], [-2.7285, -0.4260, 7.7009], [-1.5368, -1.9806, 6.1843], [-0.8296, -1.1961, 3.9175], [-2.6386, 4.7767, -1.9430], [-1.4452, 4.8240, -4.1247], [0.5129, 3.3033, -4.4703], [1.2114, 1.8336, -2.5668], [-1.4340, -1.9902, -3.7842], [-2.7210, -1.7146, -4.0083], [-3.6538, -1.8476, -2.9904], [-4.9531, -1.5087, -3.3156], [-5.9404, -1.5649, -2.4030], [-5.3254, -1.0917, -4.5811], [-6.5995, -0.7922, -4.8639], [-4.3694, -0.9876, -5.5644], [-4.7140, -0.5973, -6.7932], [-3.0555, -1.2976, -5.2799], [-2.1346, -1.1897, -6.2403], [-2.9520, -2.0530, -1.1173], [-1.8967, -0.3103, -0.6975], [-4.5256, -2.6319, -0.0197], [-5.2682, -3.7343, -0.3950], [-5.0044, -4.3701, -1.5505], [-6.3167, -4.2243, 0.3561], [-7.0149, -5.2956, -0.0379], [-6.6511, -3.5897, 1.5322], [-7.6608, -4.0482, 2.2696], [-5.9434, -2.4824, 1.9413], [-6.2815, -1.8765, 3.0793], [-4.8931, -2.0173, 1.1654], [-4.2464, -0.9484, 1.6156], [-2.0257, -3.8349, -1.0307], [-1.8044, -4.7398, -2.0492], [-2.2899, -4.5459, -3.2814], [-1.0950, -5.9109, -1.8545], [-0.8837, -6.7613, -2.8653], [-0.6018, -6.2134, -0.6052], [0.0744, -7.3408, -0.4127], [-0.8258, -5.3525, 0.4458], [-0.3681, -5.6584, 1.6590], [-1.5257, -4.1858, 0.2117], [-1.7155, -3.3748, 1.2594], [1.9384, -1.0181, 0.1424], [2.0649, -1.5961, -1.7251], [1.4513, -2.7739, -2.1572], [1.5162, -3.1654, -3.4902], [2.2029, -2.3816, -4.4105], [2.8230, -1.2104, -3.9941], [2.7503, -0.8203, -2.6612], [3.3252, -1.9362, 1.1898], [2.9888, -2.6355, 2.3496], [3.9712, -3.2314, 3.1363], [5.3079, -3.1285, 2.7736], [5.6591, -2.4342, 1.6195], [4.6737, -1.8482, 0.8352], [0.5940, -1.4722, 0.7040], [0.9061, -3.3835, -1.4452], [1.0210, -4.0727, -3.8197], [2.2457, -2.6821, -5.4511], [3.3554, -0.5950, -4.7104], [3.2178, 0.1057, -2.3360], [1.9459, -2.7043, 2.6478], [3.6915, -3.7730, 4.0329], [6.0753, -3.5873, 3.3873], [6.7019, -2.3449, 1.3372], [4.9561, -1.3116, -0.0667], [2.3160, 0.8237, 0.1719], [2.8856, 1.8933, 0.3893], [3.5532, 3.1093, 0.5421], [2.8869, 4.1942, 1.2660], [3.5833, 5.2447, 1.8996], [2.9189, 6.2520, 2.5883], [1.5328, 6.2555, 2.6994], [0.8259, 5.2069, 2.1156], [1.4842, 4.2085, 1.4174], [4.8919, 3.1926, -0.0304], [5.4867, 4.4103, -0.4356], [6.7518, 4.4554, -1.0038], [7.4903, 3.2942, -1.2164], [6.9162, 2.0785, -0.8511], [5.6570, 2.0269, -0.2739], [4.6646, 5.2481, 1.8809], [3.4971, 7.0407, 3.0617], [1.0193, 7.0452, 3.2358], [-0.2569, 5.1590, 2.2009], [0.9063, 3.4098, 0.9742], [4.9230, 5.3277, -0.3275], [7.1665, 5.4141, -1.3013], [8.4792, 3.3344, -1.6589], [7.4682, 1.1557, -1.0106], [5.2364, 1.0727, 0.0217]], "forces_ev_per_angstrom": [[0.2, 0.1, -0.4], [0.0, 0.1, -0.1], [0.1, 0.1, -0.1], [-0.1, -0.2, 0.2], [0.2, -0.1, 0.2], [0.0, 0.1, -0.1], [-0.4, 0.1, 0.4], [0.1, 0.0, 0.0], [-0.1, 0.0, 0.1], [0.0, 0.0, -0.1], [0.0, 0.0, 0.0], [0.0, 0.0, 0.0], [0.0, 0.0, 0.1], [0.1, -0.1, 0.0], [-0.1, 0.1, -0.1], [0.0, 0.0, 0.0], [0.0, 0.0, 0.0], [0.0, 0.0, 0.2], [0.0, 0.0, 0.0], [0.0, 0.0, 0.0], [0.0, 0.0, 0.1], [0.0, -0.1, 0.0], [0.0, 0.0, 0.0], [0.0, 0.0, 0.0], [0.0, 0.0, 0.0], [0.0, 0.0, 0.0], [0.0, 0.0, 0.1], [0.0, -0.1, 0.0], [0.0, 0.0, 0.0], [0.0, 0.0, 0.1], [-0.1, 0.1, 0.0], [0.0, 0.0, 0.1], [0.0, -0.1, 0.1], [0.0, 0.1, 0.2], [0.1, -0.1, 0.0], [0.0, 0.0, 0.1], [0.0, 0.0, 0.1], [-0.1, 0.0, 0.0], [0.0, 0.0, 0.0], [-0.1, 0.1, -0.2], [0.0, 0.0, 0.0], [0.1, 0.0, -0.1], [-0.2, -0.2, -0.3], [0.0, 0.0, 0.0], [0.1, 0.2, 0.0], [-0.1, 0.1, 0.0], [0.1, 0.0, -0.1], [0.1, 0.0, -0.1], [-0.1, -0.2, -0.1], [0.0, 0.0, 0.0], [-0.3, -0.1, 0.2], [0.1, 0.1, 0.0], [0.0, 0.1, 0.2], [0.1, 0.0, 0.0], [0.0, 0.0, 0.0], [0.1, 0.2, 0.0], [0.0, 0.0, 0.1], [-0.1, 0.1, -0.1], [0.0, 0.1, -0.1], [0.0, -0.1, -0.1], [0.0, 0.0, 0.0], [0.2, -0.3, 0.1], [0.0, 0.1, 0.0], [0.1, 0.0, 0.2], [0.0, 0.1, 0.0], [-0.1, 0.1, 0.1], [0.4, -0.2, 0.0], [0.0, 0.0, -0.1], [0.1, 0.1, -0.1], [0.0, 0.0, 0.1], [0.0, 0.0, 0.1], [0.0, 0.0, 0.0], [0.0, -0.1, 0.0], [0.1, -0.1, 0.1], [0.1, 0.0, -0.1], [0.0, 0.0, -0.1], [-0.1, 0.0, -0.1], [-0.1, 0.0, 0.0], [-0.1, -0.1, 0.0], [0.0, 0.1, 0.0], [-0.1, 0.0, 0.0], [0.0, 0.0, 0.0], [0.0, 0.0, 0.0], [0.0, 0.0, 0.0], [0.0, 0.0, 0.0], [0.1, 0.0, 0.0], [0.0, 0.0, 0.0], [0.0, 0.0, 0.0], [0.0, 0.0, 0.0], [0.0, 0.0, 0.1], [-0.1, -0.1, 0.0], [0.0, 0.1, -0.1], [0.1, 0.1, 0.1], [0.1, -0.1, 0.0], [-0.1, 0.0, 0.0], [0.0, -0.1, 0.0], [0.0, -0.1, 0.0], [0.0, -0.1, 0.0], [0.1, 0.0, 0.0], [-0.1, 0.0, 0.0], [0.1, -0.1, 0.0], [-0.1, -0.1, 0.0], [-0.1, 0.0, 0.0], [-0.1, 0.0, 0.0], [0.0, 0.1, 0.0], [0.0, 0.0, 0.0], [0.0, 0.0, 0.0], [0.0, 0.0, 0.0], [0.1, 0.0, 0.0], [0.0, 0.0, 0.0], [0.0, 0.0, 0.0], [0.0, 0.0, 0.0], [0.0, 0.0, 0.0], [-0.1, 0.0, 0.0], [0.0, 0.0, 0.0]], "lowdin_charge": [0.43, -0.04, -0.32, -0.06, 0.06, -0.48, -0.14, -0.14, -0.04, -0.10, -0.12, -0.10, -0.02, -0.24, -0.03, -0.08, -0.07, -0.11, 0.07, 0.06, 0.08, 0.08, 0.10, 0.09, 0.09, 0.09, 0.11, 0.10, 0.10, 0.10, 0.10, 0.09, -0.25, -0.13, -0.21, 0.09, -0.15, 0.10, -0.15, 0.11, -0.14, 0.11, 0.55, 0.26, -0.12, -0.23, 0.09, -0.15, 0.11, -0.15, 0.12, -0.14, 0.12, -0.23, 0.10, -0.12, -0.23, 0.10, -0.15, 0.11, -0.15, 0.12, -0.15, 0.12, -0.24, 0.09, 0.89, -0.29, -0.11, -0.10, -0.11, -0.10, -0.11, -0.29, -0.11, -0.11, -0.12, -0.10, -0.11, -0.01, 0.08, 0.10, 0.09, 0.09, 0.09, 0.09, 0.09, 0.09, 0.09, 0.09, -0.19, -0.13, -0.19, -0.18, -0.07, -0.13, -0.14, -0.10, -0.03, -0.18, -0.07, -0.13, -0.15, -0.12, -0.05, 0.09, 0.08, 0.08, 0.09, 0.07, 0.10, 0.09, 0.08, 0.09, 0.08]}